(1)
DFT (ωB97M-V with the def2-TZVPD basis set) results for the molecule C4H7NO.

Summary:
Charge ... 0
SMILES ... CN1CCC1=O
ΔE to the lowest compared entry with this formula, charge and spin ... 91.9 kJ/mol
Strongest force on any atom ... 0.0076 Eh/bohr
LUMO ... 0.88 eV
Kohn-Sham gap ... 10.26 eV
HOMO ... -9.38 eV
E ... -7798.6916 eV

Last column: Mulliken charge in e.
Cartesian coordinates (Å):
O -2.2747 0.2693 -0.5708  -0.637
N -0.0955 -0.4125 0.0117  0.140
C 0.9686 0.5779 -0.0447  -0.558
C -0.0885 1.5910 -0.5411  -0.448
C -0.0864 -1.7230 0.5936  -0.892
C -1.0901 0.4301 -0.4053  0.428
H 1.7519 0.3168 -0.7645  0.262
H 1.4252 0.8112 0.9268  0.267
H 0.0475 1.9715 -1.5548  0.265
H 0.1111 -1.6566 1.6682  0.304
H -0.2926 2.4144 0.1466  0.244
H -1.0542 -2.2053 0.4401  0.335
H 0.6822 -2.3443 0.1188  0.290

=====

(2)
DFT (ωB97M-V with the def2-TZVPD basis set) results for a 2-piece molecular cluster, C4H10O3 overall at a distorted geometry.

Summary:
Charge ... 0
SMILES ... O=CCCCO.O
ΔE to the lowest compared entry with this formula, charge and spin ... 150.6 kJ/mol
Strongest force on any atom ... 0.0290 Eh/bohr
LUMO ... 0.57 eV
Kohn-Sham gap ... 10.72 eV
HOMO ... -10.15 eV
E ... -10451.6828 eV

Last column: Mulliken charge in e.
Cartesian coordinates (Å):
O 0.1611 -5.4037 1.3914  -0.629
O 0.6463 2.4013 -2.0772  -0.458
O -1.0997 2.1783 2.0112  -0.505
C 0.2555 0.2812 -1.0786  -0.649
C -0.0792 1.7379 1.1085  -0.246
C -0.6675 0.9679 -0.0619  -0.788
C 0.9668 1.2486 -1.9800  0.074
H -1.2952 1.6582 -0.6349  0.377
H 1.0202 -5.8221 1.3970  0.317
H -0.4128 -0.4225 -1.5853  0.291
H 1.7000 0.7997 -2.6718  0.341
H -1.3112 0.2117 0.3937  0.406
H -1.9198 2.1527 1.5197  0.304
H 0.0549 -5.3245 0.4438  0.313
H 0.4295 2.6344 0.7288  0.254
H 0.9466 -0.4270 -0.6047  0.333
H 0.6046 1.1279 1.7003  0.265

=====

(3)
DFT (ωB97M-V with the def2-TZVPD basis set) results for C4H9N2O2 as an isolated structure at a distorted geometry.

Summary:
Charge ... +1
ΔE to the lowest compared entry with this formula, charge and spin ... 250.3 kJ/mol
Strongest force on any atom ... 0.0926 Eh/bohr
LUMO ... -3.34 eV
Kohn-Sham gap ... 10.82 eV
HOMO ... -14.16 eV
E ... -11360.3734 eV

Last column: Mulliken charge in e.
Cartesian coordinates (Å):
O -1.2848 0.7511 -1.7863  -0.455
O 1.6383 0.1518 1.3094  -0.633
N -0.7492 -1.0836 0.9786  0.019
N 1.7581 1.6162 -0.4303  -0.333
C 2.2984 0.7634 0.4936  0.122
C -0.5531 -1.2541 -0.5020  -0.601
C -1.0381 0.1076 -0.6510  0.537
C -1.5645 0.1075 0.5955  -0.617
H 0.0814 -0.7220 1.3681  0.352
H 3.4067 0.7865 0.4836  0.345
H 0.4367 -1.7338 -0.8396  0.286
H -1.3268 -1.8425 -0.9381  0.391
H -1.9454 0.8642 1.2289  0.388
H -1.2934 -1.7826 1.5054  0.361
H -1.1527 0.2025 -2.5429  0.346
H 2.5720 1.8516 -1.1119  0.260
H 0.8149 1.9274 -0.5709  0.233

=====

(4)
DFT (ωB97M-V with the def2-TZVPD basis set) results for C24H16F5MnN4O6SSe as an isolated structure.

Summary:
Charge ... -1
ΔE to the lowest compared entry with this formula, charge and spin ... 0.0 kJ/mol
Strongest force on any atom ... 0.0092 Eh/bohr
LUMO (alpha / beta) ... 2.28 / 2.28 eV
Kohn-Sham gap (alpha / beta) ... 6.29 / 6.12 eV
Multiplicity ... 2
HOMO (alpha / beta) ... -4.01 / -3.84 eV
E ... -164484.6060 eV

Last column: Mulliken charge in e.
Cartesian coordinates (Å):
Se -1.1830 2.3005 0.9065  -0.294
Mn -0.3096 -0.0437 0.1214  0.361
S -2.5611 -0.5711 -0.3948  -0.446
F -2.6346 0.2413 2.6387  -0.363
F -2.3354 -0.3803 5.2298  -0.364
F 0.8354 3.0540 5.7097  -0.372
F 0.5470 3.7059 3.1409  -0.452
F -0.5943 1.0090 6.7818  -0.365
O 0.8749 -0.9534 3.8468  -0.827
O -0.1185 0.6968 -1.7149  -0.543
O 0.8914 1.9734 -3.3083  -0.520
O 2.1922 0.4341 -2.1643  -0.546
O -0.2174 -0.9804 1.8830  -0.809
O 3.0142 2.6294 -1.8091  -0.619
N 1.5693 0.5514 0.7393  0.977
N -3.6939 -2.1988 -2.1601  0.284
N 0.2819 -1.9439 -0.8007  0.028
N -1.5355 -2.3874 -2.2274  0.370
C 3.5892 1.7910 2.1480  -0.605
C 2.4743 -2.7220 -1.3804  -0.990
C -0.7453 1.3254 5.4890  0.733
C -1.0476 1.9865 2.7708  0.062
C -1.6282 0.6245 4.6974  0.179
C 2.4037 1.3925 0.1189  0.374
C -0.2097 2.8772 -3.2580  -0.676
C 1.5642 -2.1626 -0.5048  0.151
C 2.2010 1.6136 -1.3353  0.173
C 0.7102 -0.6108 2.6817  0.637
C 2.7493 0.8951 2.7774  -1.301
C -2.5515 -1.7236 -1.5890  0.104
C -0.1457 -2.3473 -1.9798  0.874
C 3.4149 2.0470 0.8026  -1.115
C -1.7735 0.9626 3.3672  -0.042
C 0.9895 1.2282 -2.1079  0.969
C 1.7414 0.3066 2.0396  0.611
C 0.7092 -2.8265 -2.9637  -0.857
C 2.0423 -3.0068 -2.6510  -0.529
C -2.0802 -3.2754 -3.1677  -0.528
C -5.0098 -1.7323 -1.7702  -0.850
C -0.0284 2.3677 4.9414  0.371
C -0.1875 2.6875 3.6074  0.322
C -3.4056 -3.1496 -3.1245  -0.625
H -5.1647 -1.8996 -0.7051  0.331
H -5.7548 -2.2768 -2.3467  0.315
H 2.8152 0.6582 3.8318  0.637
H 2.6625 2.8213 -2.6869  0.395
H 1.8602 -1.8500 0.4842  0.285
H -1.1534 2.3370 -3.2029  0.226
H -0.1666 3.4695 -4.1711  0.272
H -5.1005 -0.6624 -1.9572  0.318
H 4.3629 2.3068 2.7049  0.406
H -1.4729 -3.9502 -3.7384  0.440
H 4.0429 2.7445 0.2696  0.520
H 0.3470 -3.0354 -3.9586  0.424
H 3.5052 -2.8544 -1.0843  0.440
H 2.7311 -3.3656 -3.4053  0.386
H -0.1387 3.5369 -2.3877  0.250
H -4.1741 -3.6652 -3.6736  0.415

=====

(5)
DFT (ωB97M-V with the def2-TZVPD basis set) results for a 5-piece molecular cluster, C7H24O7 overall at a distorted geometry.

Summary:
Charge ... 0
SMILES ... OCCO.OCCO.CO.CO.CO
ΔE to the lowest compared entry with this formula, charge and spin ... 323.3 kJ/mol
Strongest force on any atom ... 0.0456 Eh/bohr
LUMO ... 0.09 eV
Kohn-Sham gap ... 10.28 eV
HOMO ... -10.19 eV
E ... -21977.2846 eV

Last column: Mulliken charge in e.
Cartesian coordinates (Å):
O -4.0180 2.7419 -2.6816  -0.529
O -2.8746 1.4497 -0.0636  -0.668
O 1.3769 -1.3556 1.1865  -0.464
O 3.2684 1.6620 2.3776  -0.518
O -1.1945 -1.2300 -3.5502  -0.520
O 2.4794 -5.1140 2.6760  -0.518
O -0.8159 -0.2795 -0.4034  -0.489
C 1.5583 -0.5131 0.0582  -0.853
C -2.6946 2.3483 -2.4920  -0.198
C 1.2375 -4.4753 2.9650  -0.251
C -2.3495 2.4714 -0.9295  -0.609
C 0.0787 -0.6581 -3.6236  0.107
C 0.3806 0.4942 -0.0654  -0.310
C 2.2483 1.8721 3.3635  -0.482
H -4.5300 2.2814 -2.0127  0.292
H 0.9315 -3.8649 2.1153  -0.033
H -1.9868 2.9635 -3.0476  0.316
H 1.3843 -3.7931 3.8023  0.234
H -1.2831 2.5693 -0.7265  0.316
H 1.2884 2.1622 2.9361  0.198
H 3.0186 -4.4587 2.2273  0.300
H -1.4727 -1.1060 -2.6398  0.331
H 3.0406 1.0904 1.6407  0.285
H -1.5690 0.2744 -0.1852  0.364
H 0.5184 -1.7797 1.1187  0.307
H -2.5300 1.3902 -2.9849  0.185
H 0.3224 1.2139 0.7512  0.353
H 0.0903 0.2770 -4.1835  0.228
H 2.6995 2.5989 4.0390  0.267
H -2.9179 3.3397 -0.5961  0.502
H 2.5772 -0.1259 0.0572  0.447
H 0.3232 -0.3961 -2.5942  -0.417
H 1.3812 -1.1212 -0.8289  0.313
H 1.9840 0.9544 3.8889  0.226
H 0.5992 1.0337 -0.9870  0.374
H 0.7255 -1.4124 -4.0718  0.282
H -3.7530 1.7037 0.2291  0.360
H 0.4773 -5.2085 3.2347  0.271

=====

(6)
DFT (ωB97M-V with the def2-TZVPD basis set) results for a 7-piece molecular cluster, C5H23NO7 overall at a distorted geometry.

Summary:
Charge ... 0
SMILES ... CCCCC(N)=O.O.O.O.O.O.O
ΔE to the lowest compared entry with this formula, charge and spin ... 358.3 kJ/mol
Strongest force on any atom ... 0.2103 Eh/bohr
LUMO ... 0.54 eV
Kohn-Sham gap ... 10.35 eV
HOMO ... -9.81 eV
E ... -21378.2336 eV

Last column: Mulliken charge in e.
Cartesian coordinates (Å):
O 1.0406 -2.2747 2.7275  -0.687
O -1.5710 0.6439 3.1762  -0.665
O -0.0155 -1.4628 -3.6241  -0.566
O -1.7839 -1.3955 -1.6889  -0.632
O -1.0336 0.9717 -2.6995  -0.668
O -0.7547 2.0593 -0.3044  -0.676
O -3.0948 -0.8782 0.8115  -0.568
N -0.3726 -0.0550 0.4895  0.099
C 2.2677 0.9354 1.0507  -0.759
C 1.0303 1.7473 1.3829  -0.314
C 2.7814 0.6302 -0.4946  -0.457
C 2.7818 -0.8305 -0.6744  -0.995
C -0.1797 1.3221 0.3929  0.425
H -2.9361 -1.5105 0.1555  0.265
H -0.0577 -0.6866 -3.9286  0.222
H 0.9131 1.7146 2.5801  0.219
H -1.7569 1.6077 3.0571  0.314
H 1.1372 2.8838 1.1061  0.298
H 1.9609 -2.7891 2.8968  0.325
H -3.8170 -0.8959 1.3517  0.262
H 3.4834 -1.2456 0.0849  0.280
H -1.6217 0.1728 2.3030  0.349
H -1.0785 -1.1480 -2.3514  0.249
H 0.2404 -0.7314 0.8667  0.083
H -0.6005 1.2780 -1.8416  0.310
H 2.2973 1.1231 -1.3085  0.352
H -1.8586 1.1953 -2.8058  0.235
H -2.4551 -1.0403 -2.1353  0.336
H 0.8643 -1.4647 3.3096  0.340
H 3.1341 -1.0828 -1.6651  0.367
H 3.0992 1.4115 1.6137  0.439
H 0.7397 -1.8063 -4.1157  0.279
H 2.1823 -0.1188 1.4212  0.168
H 1.7245 -1.1808 -0.5402  0.166
H -1.0700 -0.6093 -0.1199  0.228
H 3.6978 1.1729 -0.4931  0.374

=====

(7)
DFT (ωB97M-V with the def2-TZVPD basis set) results for C29H27N2O4ReS as an isolated structure.

Summary:
Charge ... +1
ΔE to the lowest compared entry with this formula, charge and spin ... 134.4 kJ/mol
Strongest force on any atom ... 0.0131 Eh/bohr
LUMO (alpha / beta) ... -4.62 / -3.94 eV
Kohn-Sham gap (alpha / beta) ... 5.55 / 6.10 eV
Multiplicity ... 2
HOMO (alpha / beta) ... -10.17 / -10.04 eV
E ... -54639.0360 eV

Last column: Mulliken charge in e.
Cartesian coordinates (Å):
Re 0.5532 0.0031 -1.0547  1.524
S 1.1628 -3.3041 0.0731  0.388
O 5.2662 -0.3071 -1.3650  -0.470
O 0.5290 -2.2243 -0.8062  -0.812
O -1.3525 -0.2408 -0.7458  -0.554
O 2.4142 -0.1068 -0.9982  -0.950
N -0.8838 0.0467 1.4808  -1.111
N 0.4024 0.0952 0.9441  0.530
C 4.6513 -0.1784 -0.1747  0.449
C -0.5862 -4.6460 1.6583  -0.773
C 0.1978 -3.3329 1.6190  -0.076
C 5.5248 -0.1583 0.9180  -0.563
C -0.6079 4.2771 -1.4212  0.895
C -4.0699 -0.4618 -0.2202  -0.304
C 0.6436 4.8942 -1.1726  -0.760
C 1.4010 0.1290 1.7496  -0.612
C -2.9672 4.5171 -1.9129  -0.657
C -1.7735 5.0712 -1.5625  -0.813
C -0.9088 -4.9854 0.2059  -0.480
C -3.0367 3.1336 -2.1754  -0.722
C 0.4958 2.0658 -1.3730  -0.083
C -5.0010 -0.0942 2.3744  -0.664
C -1.9361 2.3416 -2.0193  -0.268
C -0.6900 2.8692 -1.5842  0.989
C -5.4284 -0.5310 0.0433  -0.833
C 1.7729 4.1439 -1.1071  -1.179
C 1.6912 2.7360 -1.1859  0.085
C 5.0671 -0.0286 2.2110  -0.800
C -1.7417 -0.1221 0.5306  0.364
C 4.5986 -0.1845 -2.6210  -0.652
C -3.6441 -0.0233 2.1192  -0.355
C -3.1755 -0.2099 0.8182  0.549
C 0.4142 -4.8317 -0.5321  -0.796
C 3.7059 0.0813 2.4466  -0.991
C -5.8925 -0.3469 1.3382  -0.423
C 2.8068 0.0592 1.3844  1.022
C 3.2825 -0.0793 0.0644  0.679
H -1.3064 -5.9929 0.0926  0.387
H 3.8971 -1.0007 -2.7816  0.212
H 1.1524 0.1849 2.8055  0.435
H 2.7393 4.6108 -0.9666  0.443
H -3.6960 -0.6018 -1.2250  0.495
H -6.9541 -0.3967 1.5421  0.411
H 5.3918 -0.2362 -3.3604  0.355
H 0.8831 -3.1888 2.4526  0.531
H -1.4809 -4.5370 2.2697  0.361
H 0.0217 -5.4378 2.0995  0.296
H -3.8478 5.1359 -2.0221  0.403
H -6.1255 -0.7246 -0.7607  0.436
H 2.6116 2.1845 -1.0555  0.409
H 0.3461 -4.7302 -1.6137  0.397
H -5.3683 0.0542 3.3808  0.431
H -3.9663 2.6984 -2.5196  0.423
H 6.5813 -0.2460 0.7025  0.501
H 3.3281 0.1858 3.4553  0.444
H -2.0118 1.2960 -2.2698  0.505
H -1.6885 6.1395 -1.4032  0.388
H 4.0857 0.7729 -2.7063  0.245
H -0.4630 -2.4674 1.5413  -0.203
H 1.1167 -5.6309 -0.2870  0.453
H -1.6431 -4.2851 -0.1977  0.210
H 0.6844 5.9713 -1.0670  0.385
H 5.7676 -0.0099 3.0338  0.416
H -2.9407 0.1848 2.9132  0.456

=====

Q: Number 3 is which compound?
A: C4H9N2O2

=====

Q: The lowest E belongs to which entry?
A: C24H16F5MnN4O6SSe

=====

Q: What is the formula in the sixth record?
A: C5H23NO7